Entry 1:
The following is a quantum chemistry calculation of a molecular structure, C30H20ClN5O5RhS2, from the OMol25 dataset.

Results
Highest occupied orbital energy (spin up / spin down) in eV: -5.4 / -5.7
Kohn-Sham gap (spin up / spin down) in eV: 7.1 / 5.6
Multiplicity: 5
DFT total energy in a.u.: -3172.4049
<S²>: 6.043
Net charge: -1

```
64
Properties=species:S:1:pos:R:3:forces:R:3:mulliken_spin:R:1
Rh 1.0677 -1.0791 -0.0225 0.149 -0.514 -0.156 2.4105
Cl -0.8743 4.7505 -4.7330 -0.010 -0.030 0.017 0.0000
S -0.3631 -2.9105 0.8283 -0.095 0.054 0.122 0.5008
S -0.2361 0.3530 1.4010 -0.020 0.250 0.053 0.6546
O -0.7818 -0.7443 -1.3245 0.156 0.210 0.036 0.0293
O 5.4543 0.6921 3.1386 -0.036 0.033 0.228 0.0003
O 2.2418 -1.7013 1.9354 -0.058 -0.049 -0.024 0.0549
O -1.2559 -2.5873 -2.5236 0.065 0.019 -0.137 0.0083
O -3.2180 0.2963 -1.7128 -0.058 0.048 -0.079 -0.0031
N -6.1001 0.7595 2.9096 -0.063 0.050 0.046 -0.0038
N 2.0246 -0.6553 -2.1819 -0.066 0.197 -0.041 0.0311
N 3.1348 -0.1318 0.1670 -0.126 0.292 0.094 0.0735
N 3.6801 0.0123 1.3935 -0.161 -0.121 -0.283 -0.0009
N -6.2958 -3.2587 2.1376 -0.065 -0.052 0.023 0.0174
C -1.6441 -0.5712 1.5768 -0.040 -0.033 -0.018 0.0401
C -1.3500 2.1136 -4.3064 -0.001 -0.026 -0.005 0.0004
C -1.6995 -1.9810 1.3067 -0.073 0.018 0.032 0.0606
C 5.2172 -0.1181 5.3289 -0.042 -0.063 0.013 0.0010
C 4.5493 -0.8794 6.2689 0.034 0.029 0.006 -0.0001
C -5.1738 0.1623 2.5845 0.143 -0.133 -0.097 0.0056
C -1.9014 1.0498 -3.6054 -0.043 0.056 0.001 -0.0003
C 1.8942 -0.3960 -4.5443 -0.053 -0.054 0.029 0.0017
C 2.9876 -1.5903 4.6052 0.064 -0.066 0.048 -0.0047
C 3.1230 -0.8739 2.2427 0.110 0.001 0.123 0.0203
C 3.6305 0.4832 -0.8356 -0.021 -0.058 -0.041 0.0349
C 3.4240 -1.6181 5.9166 -0.017 0.005 -0.050 0.0015
C -1.5335 -1.5092 -1.9941 0.012 -0.265 0.131 0.0220
C 4.7716 -0.0796 4.0070 0.054 0.109 -0.088 -0.0021
C 3.5019 0.8525 -3.2989 0.004 -0.011 -0.065 -0.0038
C -2.8762 2.5878 -2.0096 0.013 0.044 -0.010 0.0083
C -2.8159 0.0891 2.0212 0.068 -0.018 -0.031 0.0319
C -3.6592 2.8482 -0.7539 -0.017 -0.010 -0.010 -0.0013
C 2.9201 0.5326 -4.5144 0.023 0.016 0.026 0.0048
C -1.5639 3.3999 -3.8597 0.006 0.030 -0.012 0.0008
C -5.3102 -2.6783 2.0318 0.162 0.133 -0.047 -0.0015
C -2.3201 3.6370 -2.7240 -0.026 0.022 -0.019 -0.0010
C -4.0701 -1.9604 1.8875 -0.191 -0.115 0.048 0.0263
C -2.6610 1.2797 -2.4619 0.107 -0.067 0.096 -0.0042
C -2.9502 -2.6325 1.4825 0.108 -0.010 -0.028 -0.0117
C -4.0075 -0.5662 2.1656 -0.120 0.106 0.062 0.0012
C -2.9902 -1.0421 -2.1196 -0.043 0.068 -0.025 0.0057
C 3.0317 0.2282 -2.1524 0.078 0.038 0.202 -0.0126
C 3.6473 -0.8371 3.6364 -0.028 0.046 -0.043 0.0191
C 1.4648 -0.9592 -3.3489 0.014 -0.010 -0.010 -0.0105
H 4.9376 0.6853 2.2903 0.060 -0.101 -0.091 0.0004
H 0.6490 -1.6733 -3.3114 -0.025 -0.006 0.025 0.0044
H -3.0107 -3.6914 1.2712 0.016 -0.004 -0.004 -0.0069
H -2.7615 1.1484 2.2297 0.022 0.021 -0.001 -0.0093
H 1.4162 -0.6816 -5.4707 -0.005 0.005 -0.016 0.0002
H -4.1490 3.8202 -0.8020 0.008 0.025 0.007 0.0001
H 4.4915 1.1405 -0.7320 -0.002 -0.037 -0.022 0.0034
H 6.0879 0.4662 5.5921 0.030 0.024 0.002 -0.0001
H 2.1268 -2.1633 4.2883 -0.027 0.005 -0.011 0.0034
H 3.2660 1.0047 -5.4248 -0.006 0.002 -0.014 0.0001
H -0.7506 1.9345 -5.1883 0.007 -0.002 -0.011 0.0000
H -3.5984 -1.6547 -1.4526 0.038 -0.009 -0.017 -0.0022
H -2.9970 2.8497 0.1141 0.026 -0.046 0.036 0.0015
H -3.3357 -1.2057 -3.1433 -0.018 -0.013 -0.003 0.0001
H 4.9076 -0.8934 7.2912 0.001 0.002 0.007 0.0000
H -4.4131 2.0821 -0.5876 -0.016 -0.012 -0.009 -0.0004
H -1.7087 0.0449 -3.9495 -0.002 -0.031 -0.013 0.0004
H 4.3058 1.5726 -3.2285 0.010 0.008 0.000 -0.0006
H 2.8985 -2.2065 6.6561 -0.009 -0.013 0.013 0.0000
H -2.4766 4.6542 -2.3881 -0.001 0.012 0.003 -0.0001
```
Forces are in eV/Å.

---

Entry 2:
The following is a quantum chemistry calculation of a gas-phase ion, C9H15N2O (charge +1) at a distorted geometry, from the OMol25 dataset.

Results
Highest occupied orbital energy in eV: -11.9
Kohn-Sham gap in eV: 8.7
Relative energy (zero: lowest compared OMol25 entry of this formula, charge and spin) in kcal/mol: 54.4
DFT total energy in a.u.: -536.3785
SMILES: C[C@H]([NH3+])[C@H](N)Oc1ccccc1
Net charge: +1

```
27
Properties=species:S:1:pos:R:3:forces:R:3:mulliken_charge:R:1
O -0.0301 -0.8880 -0.1359 -0.207 0.363 0.720 -0.5611
N -0.8042 0.5743 1.7890 -0.191 0.484 0.220 -0.4889
N -2.0267 -0.6097 -1.6048 2.059 2.203 -1.454 -0.2354
C -2.1806 0.3354 -0.3849 1.988 -0.661 2.140 0.1497
C -3.5946 0.4835 0.0714 -1.222 -0.946 3.994 -1.3766
C -1.2019 -0.2932 0.8001 1.295 0.944 -3.145 -0.0955
C 3.3422 -0.0353 1.1619 -1.437 -0.518 -3.788 -0.8699
C 3.3417 0.2825 -1.2280 0.503 0.804 -4.156 -0.5588
C 2.0250 -0.5006 1.0763 0.346 0.058 3.703 0.1675
C 1.3274 -0.4785 -0.0783 -0.672 -0.167 -2.180 0.4613
C 3.9685 0.3072 -0.0458 1.166 -0.203 3.140 -0.2747
C 2.0386 -0.1653 -1.2855 -2.459 0.470 -0.429 -0.2854
H -1.8217 1.3946 -0.5309 0.152 -1.400 -0.856 0.1776
H -1.6854 -1.1083 1.2547 -0.505 -1.394 0.176 0.4935
H 1.5511 -0.8573 2.0352 0.377 0.380 -1.238 0.3204
H -2.3578 -1.5427 -1.5072 -1.191 -0.808 0.616 0.3904
H -0.7127 0.1983 2.7187 -0.167 -0.332 -0.043 0.2738
H -0.9872 -0.8415 -1.9021 -1.952 1.338 1.210 0.3059
H -2.5214 -0.1024 -2.3610 0.291 -0.888 0.093 0.3997
H 5.0167 0.4826 0.0284 0.605 0.586 -0.191 0.3765
H -3.5503 1.1114 1.0640 0.186 -1.128 -1.732 0.3351
H -0.0056 1.1527 1.6176 0.180 0.494 -0.483 0.3077
H 3.9031 -0.0516 2.0158 1.057 -0.069 2.212 0.4797
H 1.4825 -0.1561 -2.2673 0.640 -0.094 1.168 0.1280
H 3.9435 0.6871 -2.2095 -1.794 -1.386 2.491 0.2135
H -4.2114 -0.4458 0.4181 1.500 1.209 -0.891 0.3354
H -4.2487 1.0670 -0.5100 -0.548 0.662 -1.297 0.4305
```
Forces are in eV/Å.